No. 1
DFT (wB97M-V/def2-TZVPD) results for C22H34N2O4 in the gas phase.

HOMO in eV: -7.2
Kohn-Sham gap in eV: 7.8886
Lowest unoccupied orbital energy in eV: 0.699
SMILES string: CCOc1cc(N2CCOCC2)c(OCC)cc1NC(=O)CCC1CCCC1

Geometry as XYZ:
```
62
C22H34N2O4 | OMol25 | wB97M-V/def2-TZVPD
C -0.597 -3.807 -0.274
C -0.447 -3.229 -1.678
O -0.774 -1.857 -1.739
C 0.061 -0.935 -1.137
C 1.367 -1.173 -0.745
C 2.155 -0.178 -0.168
N 3.496 -0.399 0.158
C 4.185 -1.530 -0.423
C 5.692 -1.266 -0.339
O 6.113 -1.068 0.988
C 5.425 0.021 1.564
C 3.913 -0.199 1.534
C 1.592 1.100 0.025
O 2.402 2.047 0.594
C 1.979 3.396 0.635
C 2.036 4.077 -0.728
C 0.280 1.333 -0.353
C -0.489 0.336 -0.936
N -1.811 0.535 -1.347
C -2.648 1.565 -1.066
O -2.319 2.590 -0.505
C -4.065 1.324 -1.562
C -4.735 0.084 -0.961
C -4.836 0.126 0.563
C -3.528 -0.186 1.304
C -3.943 -0.776 2.665
C -5.469 -0.944 2.609
C -5.801 -0.923 1.121
H -1.617 -3.670 0.078
H 0.075 -3.307 0.420
H -0.369 -4.869 -0.287
H 0.563 -3.407 -2.066
H -1.161 -3.704 -2.357
H 1.795 -2.152 -0.881
H 3.901 -1.630 -1.472
H 3.961 -2.470 0.110
H 6.255 -2.123 -0.715
H 5.931 -0.377 -0.943
H 5.785 0.101 2.591
H 5.663 0.945 1.017
H 3.406 0.670 1.945
H 3.667 -1.086 2.144
H 2.689 3.873 1.318
H 0.975 3.479 1.069
H 1.778 5.127 -0.622
H 3.039 3.996 -1.140
H 1.339 3.612 -1.421
H -0.185 2.292 -0.211
H -2.197 -0.278 -1.805
H -4.037 1.229 -2.651
H -4.649 2.211 -1.313
H -5.746 0.019 -1.373
H -4.205 -0.824 -1.262
H -5.187 1.118 0.864
H -2.908 0.701 1.422
H -2.952 -0.921 0.740
H -3.457 -1.739 2.825
H -3.653 -0.123 3.488
H -5.802 -1.858 3.098
H -5.957 -0.101 3.101
H -6.844 -0.678 0.928
H -5.584 -1.894 0.672
```

=====

No. 2
DFT (wB97M-V/def2-TZVPD) results for a molecular structure, C22H35BrO2P2Pt at a distorted geometry.

HOMO (alpha / beta) in eV: -6.3 / -6.6
Spin multiplicity: 3
Kohn-Sham gap (alpha / beta) in eV: 6.5190 / 6.7701
Lowest unoccupied orbital energy (alpha / beta) in eV: 0.200 / 0.163

Geometry as XYZ:
```
63
C22H35BrO2P2Pt | OMol25 | wB97M-V/def2-TZVPD
P -2.607 -0.713 -1.182
P 0.717 -2.081 -1.618
C -2.224 -2.117 -2.354
C -0.948 -2.919 -2.123
H -2.242 -1.664 -3.349
H -3.083 -2.798 -2.298
H -1.170 -3.709 -1.389
H -0.682 -3.440 -3.057
C 1.898 -2.351 -2.986
H 2.916 -2.205 -2.605
H 1.734 -1.688 -3.848
H 1.796 -3.393 -3.303
C 1.064 -3.744 -0.677
H 0.927 -4.563 -1.395
H 0.351 -3.855 0.152
H 2.089 -3.780 -0.285
C -3.631 0.415 -2.119
H -3.881 1.264 -1.471
H -4.547 -0.103 -2.438
H -3.102 0.780 -3.011
C -3.572 -1.579 0.076
H -3.001 -2.353 0.603
H -4.438 -2.035 -0.423
H -3.939 -0.872 0.825
Pt -1.830 1.288 2.065
C 1.833 -1.244 -0.301
C 2.345 0.076 -0.537
C 2.409 0.668 -1.853
C 1.031 0.761 -2.530
C 0.109 -0.456 -2.329
C -0.828 -0.188 -1.141
C -0.596 -0.832 0.284
C 0.808 -1.093 0.821
C -3.649 1.479 1.662
H 2.639 -1.942 -0.014
H 2.941 0.502 0.275
H 3.102 0.134 -2.529
H 2.803 1.684 -1.711
H 0.518 1.641 -2.118
H 1.158 0.975 -3.597
H -0.429 -0.637 -3.267
H -0.927 0.893 -0.962
H -1.115 -1.807 0.371
H -1.095 -0.136 1.057
H 1.079 -0.266 1.484
H 0.783 -1.969 1.485
H -4.120 1.647 2.643
H -4.160 0.670 1.149
H -3.777 2.388 1.055
Br 2.868 0.324 3.522
C 2.597 2.195 3.685
C 3.471 2.994 4.417
C 3.287 4.387 4.469
C 2.251 4.979 3.736
C 1.375 4.189 2.986
C 1.501 2.792 3.016
C 0.426 1.968 2.426
O -0.061 2.207 1.245
O -0.111 1.017 3.121
H 4.284 2.528 4.973
H 3.948 5.001 5.085
H 2.118 6.062 3.755
H 0.588 4.627 2.377
```

=====

No. 3
DFT (wB97M-V/def2-TZVPD) results for 8 unconnected molecules or ions with the total composition C22H35Cl14F4N2 at a distorted geometry.

Total charge: +1
HOMO in eV: -11.4
Kohn-Sham gap in eV: 8.3495
Lowest unoccupied orbital energy in eV: -3.043

Geometry as XYZ:
```
77
C22H35Cl14F4N2 | OMol25 | wB97M-V/def2-TZVPD
N 4.666 -2.124 1.082
C 5.344 -1.029 0.357
C 4.665 -0.760 -1.011
C 3.180 -0.403 -0.863
C 2.205 -0.720 -2.059
C 0.937 -0.014 -1.491
C -0.448 -0.183 -2.171
C -1.371 -0.839 -1.122
C -2.329 -0.106 -0.427
C -3.093 -0.767 0.544
C -2.866 -2.115 0.781
C -1.918 -2.855 0.079
C -1.150 -2.203 -0.894
C 1.539 1.397 -1.268
C 0.687 2.509 -0.650
F 1.505 3.598 -0.472
F -0.294 2.891 -1.481
C 0.048 2.165 0.742
F -1.134 2.813 0.866
F 0.893 2.629 1.710
N 2.813 1.038 -0.545
H 5.249 -2.437 1.855
H 3.841 -1.754 1.550
H 6.363 -1.376 0.143
H 5.345 -0.138 1.011
H 5.191 0.058 -1.535
H 4.700 -1.691 -1.595
H 2.768 -1.082 -0.098
H 2.093 -1.775 -2.336
H 2.616 -0.114 -2.889
H 0.804 -0.386 -0.454
H -0.420 -0.876 -3.023
H -0.892 0.756 -2.529
H -2.428 0.954 -0.652
H -3.817 -0.184 1.087
H -3.443 -2.621 1.557
H -1.739 -3.919 0.240
H -0.373 -2.737 -1.449
H 1.871 1.849 -2.222
H -0.164 1.095 0.900
H 2.478 0.939 0.424
H 3.559 1.736 -0.493
C 2.256 6.729 1.004
Cl 1.616 8.312 1.449
Cl 4.008 6.784 0.759
H 2.035 6.026 1.800
H 1.783 6.407 0.083
C -3.305 0.138 4.766
Cl -3.055 -0.068 3.017
Cl -2.014 -0.634 5.698
H -3.321 1.194 4.996
H -4.252 -0.317 5.037
C 1.951 -3.586 -5.257
Cl 1.787 -2.702 -6.773
Cl 0.728 -3.079 -4.076
H 1.828 -4.646 -5.451
H 2.936 -3.395 -4.844
C -4.023 3.136 -2.263
Cl -2.753 2.782 -3.444
Cl -4.768 1.655 -1.655
H -3.590 3.681 -1.430
H -4.786 3.739 -2.744
C -4.643 -1.025 -4.522
Cl -6.146 -1.924 -4.741
Cl -3.709 -1.641 -3.151
H -4.045 -1.117 -5.422
H -4.881 0.018 -4.338
C -0.923 2.467 7.497
Cl -2.615 2.025 7.238
Cl -0.406 2.112 9.146
H -0.308 1.899 6.806
H -0.808 3.529 7.313
C -0.681 -5.998 2.507
Cl -1.665 -4.860 3.434
Cl -1.452 -6.425 0.973
H 0.280 -5.539 2.298
H -0.542 -6.900 3.091
```

=====

No. 4
DFT (wB97M-V/def2-TZVPD) results for a molecular structure, C22H35Cl3N3O6Pm at a distorted geometry.

HOMO (alpha / beta) in eV: -6.0 / -5.9
Spin multiplicity: 5
Kohn-Sham gap (alpha / beta) in eV: 6.1154 / 6.0875
Lowest unoccupied orbital energy (alpha / beta) in eV: 0.157 / 0.157

Geometry as XYZ:
```
70
C22H35Cl3N3O6Pm | OMol25 | wB97M-V/def2-TZVPD
O 1.700 -0.560 -3.423
C 0.633 0.020 -3.376
C 0.279 1.462 -3.552
C 0.373 2.473 -2.567
H 0.298 2.214 -1.500
C 0.473 3.789 -3.028
H 0.663 4.577 -2.305
C 0.340 4.071 -4.392
H 0.515 5.093 -4.737
C -0.079 3.072 -5.287
H -0.239 3.294 -6.346
C -0.212 1.766 -4.830
H -0.629 0.969 -5.470
H -0.281 -0.630 -3.250
C -2.216 -1.633 -1.681
C -2.009 -0.327 -1.086
H -2.811 -1.612 -2.614
H -2.764 -2.320 -1.021
H -1.268 -2.121 -1.941
C -2.515 0.869 -1.327
C -4.001 0.907 -1.609
H -1.987 1.827 -1.275
H -4.310 1.258 -2.603
H -4.477 1.521 -0.837
H -4.366 -0.131 -1.489
Pm -0.868 -0.475 0.870
Cl -3.488 -0.210 1.729
C -1.010 -0.183 3.850
O -0.381 -1.039 3.117
N -1.177 -0.308 5.152
C -0.650 -1.526 5.755
C -2.022 0.594 5.944
H -1.449 0.672 3.344
H -0.102 -1.980 4.932
H -1.460 -2.180 6.084
H 0.020 -1.314 6.589
H -2.329 1.449 5.340
H -1.502 0.983 6.826
H -2.928 0.098 6.315
H 4.690 1.387 -1.555
H 4.630 1.279 1.067
C 3.589 1.383 -1.544
C 3.553 1.473 0.944
N 3.070 0.841 -0.283
H 3.223 0.793 -2.394
C 2.397 -0.322 -0.256
O 1.477 -0.606 0.555
H 2.997 1.086 1.801
H 2.726 -1.038 -1.036
H 3.241 2.421 -1.652
H 3.401 2.552 0.845
H -0.038 -6.109 1.007
H 2.141 -5.926 -0.629
C -0.512 -5.520 0.218
C 1.492 -5.292 -1.243
N 0.469 -4.660 -0.425
H -1.297 -4.904 0.653
C 0.446 -3.355 -0.191
O -0.413 -2.823 0.564
H 2.108 -4.529 -1.728
H 1.209 -2.755 -0.712
H -0.906 -6.207 -0.530
H 1.011 -5.929 -1.993
Cl 1.080 2.168 3.693
C 0.715 3.446 2.537
Cl 2.133 4.434 2.157
C 0.061 2.890 1.253
O -0.073 3.679 0.323
O -0.316 1.652 1.254
H -0.067 4.064 2.994
```

=====

No. 5
DFT (wB97M-V/def2-TZVPD) results for a molecular structure, C22H35Cl3N3O6Pt at a distorted geometry.

Total charge: -1
HOMO (alpha / beta) in eV: -1.1 / -2.4
Spin multiplicity: 3
Kohn-Sham gap (alpha / beta) in eV: 3.4834 / 4.7807
Lowest unoccupied orbital energy (alpha / beta) in eV: 2.430 / 2.409

Geometry as XYZ:
```
70
C22H35Cl3N3O6Pt | OMol25 | wB97M-V/def2-TZVPD
O 1.763 -0.186 -3.437
C 0.656 0.319 -3.661
C 0.280 1.739 -3.888
C 0.472 2.818 -2.995
H 0.475 2.699 -1.908
C 0.652 4.068 -3.586
H 1.006 4.924 -2.994
C 0.435 4.217 -4.968
H 0.636 5.171 -5.460
C -0.063 3.161 -5.760
H -0.263 3.264 -6.822
C -0.225 1.917 -5.182
H -0.564 1.033 -5.720
H -0.294 -0.270 -3.659
C -2.066 -1.232 -2.224
C -1.943 -0.031 -1.336
H -2.516 -0.998 -3.195
H -2.708 -1.946 -1.694
H -1.181 -1.817 -2.530
C -2.334 1.137 -1.877
C -3.754 1.228 -2.092
H -1.710 1.959 -2.132
H -4.060 1.578 -3.080
H -4.206 1.853 -1.326
H -4.200 0.237 -1.940
Pt -1.036 -0.140 0.284
Cl -3.289 -0.268 1.037
C -0.997 0.134 3.057
O -0.376 -0.608 2.234
N -0.894 -0.041 4.360
C -0.255 -1.206 4.956
C -1.708 0.783 5.236
H -1.685 0.928 2.737
H 0.413 -1.690 4.240
H -1.020 -1.914 5.312
H 0.311 -0.867 5.829
H -1.886 1.740 4.743
H -1.188 0.938 6.180
H -2.682 0.305 5.424
H 4.774 1.620 -1.943
H 4.712 1.960 0.623
C 3.682 1.674 -1.902
C 3.618 1.980 0.553
N 3.181 1.237 -0.614
H 3.254 1.032 -2.673
C 2.450 0.100 -0.494
O 1.462 -0.052 0.254
H 3.167 1.554 1.449
H 2.856 -0.751 -1.085
H 3.382 2.708 -2.102
H 3.310 3.025 0.450
H -0.036 -5.299 0.803
H 2.083 -5.489 -0.986
C -0.483 -4.915 -0.123
C 1.480 -4.848 -1.643
N 0.488 -4.122 -0.863
H -1.350 -4.301 0.127
C 0.412 -2.796 -0.818
O -0.543 -2.265 -0.168
H 2.129 -4.139 -2.170
H 1.189 -2.226 -1.358
H -0.771 -5.763 -0.749
H 0.956 -5.489 -2.367
Cl -1.089 5.096 1.621
C 0.141 4.211 0.706
Cl 1.770 4.686 1.173
C -0.106 2.693 1.008
O 0.251 2.192 2.066
O -0.698 2.090 0.027
H 0.014 4.397 -0.365
```

=====

No. 6
DFT (wB97M-V/def2-TZVPD) results for 3 unconnected molecules or ions with the total composition C22H35Cl4F5NO2.

Total charge: +1
HOMO in eV: -12.1
Kohn-Sham gap in eV: 8.6749
Lowest unoccupied orbital energy in eV: -3.376

Geometry as XYZ:
```
69
C22H35Cl4F5NO2 | OMol25 | wB97M-V/def2-TZVPD
C 1.178 3.046 2.896
C 2.078 1.823 2.697
O 1.905 1.259 1.389
C 3.015 1.479 0.544
C 2.658 1.041 -0.883
O 1.646 0.018 -0.821
C 0.512 0.178 -1.500
C -0.657 0.258 -0.742
C -1.887 0.383 -1.346
C -3.207 0.476 -0.644
C -3.261 -0.046 0.799
C -2.631 -1.445 0.972
C -4.756 -0.050 1.222
N -1.901 0.450 -2.697
C -0.793 0.365 -3.462
C 0.449 0.209 -2.911
C 1.654 0.024 -3.789
C 1.919 -1.481 -4.073
C 2.944 -2.100 -3.105
C 2.368 -3.258 -2.331
F 1.846 -4.173 -3.191
F 1.344 -2.848 -1.531
C 3.419 -3.993 -1.426
F 2.911 -4.260 -0.218
F 3.809 -5.139 -1.988
F 4.510 -3.219 -1.250
H 0.568 2.937 3.789
H 1.741 3.975 2.936
H 0.499 3.108 2.045
H 3.128 2.073 2.846
H 1.804 1.037 3.400
H 3.866 0.881 0.879
H 3.258 2.546 0.513
H 3.548 0.598 -1.331
H 2.320 1.881 -1.489
H -0.586 0.219 0.335
H -3.968 -0.022 -1.250
H -3.469 1.539 -0.627
H -2.779 0.678 1.456
H -1.887 -1.422 1.771
H -3.367 -2.193 1.250
H -2.092 -1.789 0.090
H -5.066 -1.016 1.611
H -4.968 0.713 1.969
H -5.412 0.175 0.380
H -2.792 0.567 -3.159
H -0.931 0.409 -4.533
H 2.537 0.451 -3.324
H 1.514 0.558 -4.729
H 0.975 -2.009 -3.937
H 2.225 -1.597 -5.108
H 3.364 -1.367 -2.420
H 3.795 -2.491 -3.665
Cl -8.119 1.632 0.032
C -8.716 2.621 1.393
C -7.669 3.573 1.906
Cl -6.324 2.729 2.724
H -9.056 1.944 2.172
H -9.568 3.188 1.022
H -8.113 4.241 2.641
H -7.246 4.169 1.103
Cl 6.390 -0.780 4.864
C 5.453 -1.837 3.782
C 5.967 -1.798 2.367
Cl 5.674 -0.205 1.600
H 4.412 -1.528 3.833
H 5.537 -2.852 4.166
H 5.447 -2.540 1.763
H 7.034 -1.993 2.321
```

=====

No. 7
DFT (wB97M-V/def2-TZVPD) results for a molecular structure, C22H35ClCoO2P2 at a distorted geometry.

HOMO (alpha / beta) in eV: -6.6 / -8.5
Spin multiplicity: 4
Kohn-Sham gap (alpha / beta) in eV: 6.7883 / 8.7490
Lowest unoccupied orbital energy (alpha / beta) in eV: 0.185 / 0.285

Geometry as XYZ:
```
63
C22H35ClCoO2P2 | OMol25 | wB97M-V/def2-TZVPD
P 3.403 4.872 -1.368
P 5.447 2.445 -0.947
C 5.200 5.232 -1.173
C 6.058 4.055 -1.641
H 5.386 5.465 -0.107
H 5.419 6.130 -1.776
H 6.057 3.976 -2.746
H 7.101 4.197 -1.306
C 6.363 2.611 0.660
H 6.316 1.662 1.210
H 5.884 3.390 1.270
H 7.411 2.883 0.467
C 6.685 1.488 -1.926
H 7.690 1.872 -1.705
H 6.441 1.651 -2.984
H 6.602 0.424 -1.679
C 2.869 6.434 -0.576
H 1.776 6.501 -0.619
H 3.352 7.264 -1.107
H 3.211 6.383 0.467
C 3.309 5.312 -3.165
H 3.845 4.554 -3.754
H 3.769 6.300 -3.308
H 2.260 5.326 -3.487
Co 0.328 0.293 -0.085
C 2.451 -0.123 -0.784
C 2.481 0.315 0.531
C 2.759 1.667 1.093
C 1.492 2.531 1.336
C 0.456 2.411 0.277
C 0.614 2.169 -1.084
C 1.877 2.089 -1.871
C 2.454 0.665 -2.044
C -1.640 0.564 -0.303
H 2.602 -1.196 -0.930
H 2.504 -0.485 1.290
H 3.530 2.238 0.560
H 3.209 1.484 2.075
H 1.098 2.220 2.319
H 1.729 3.600 1.457
H -0.546 2.710 0.585
H -0.294 2.300 -1.678
H 2.675 2.735 -1.455
H 1.659 2.504 -2.863
H 1.854 0.182 -2.828
H 3.476 0.697 -2.440
H -1.940 -0.250 -0.977
H -1.958 1.545 -0.684
H -2.098 0.368 0.676
Cl -3.255 -7.252 1.766
C -2.483 -5.714 1.661
C -2.572 -4.794 2.720
C -1.885 -3.574 2.644
C -1.118 -3.243 1.516
C -1.054 -4.157 0.463
C -1.720 -5.387 0.535
C -0.364 -1.933 1.449
O -0.191 -1.293 2.500
O 0.035 -1.567 0.251
H -3.167 -5.067 3.585
H -1.951 -2.860 3.465
H -0.482 -3.879 -0.424
H -1.650 -6.103 -0.275
```